1.
A 14-piece molecular cluster, C46H92O34 overall at a distorted geometry, computed with ωB97M-V with the def2-TZVPD basis set.

Each line ends with the Löwdin charge.
Geometry (Å):
O  -1.90  0.67  -1.20  -0.012
O  -0.35  -0.64  -2.08  -0.023
O  7.01  -7.03  -4.85  -0.005
O  -2.76  -7.83  -2.38  0.104
O  8.87  -7.80  -3.97  0.006
O  -1.12  7.02  -3.46  -0.021
O  -3.73  8.86  6.50  0.005
O  9.83  -0.73  -2.42  -0.130
O  -1.72  1.43  5.87  -0.024
O  -3.31  7.04  -2.72  0.086
O  5.94  3.52  -5.15  0.006
O  -10.17  -1.52  -0.61  0.103
O  -4.02  1.59  5.53  0.098
O  -0.14  -0.22  0.16  0.072
O  1.59  -4.13  -8.73  0.119
O  -3.03  -4.80  5.10  -0.134
O  -0.63  -7.07  -2.08  0.007
O  4.12  -4.80  4.68  0.033
O  1.40  -6.33  -8.38  0.006
O  -7.93  -1.18  -1.02  0.002
O  4.02  5.39  0.81  -0.138
O  -3.05  2.08  7.57  -0.059
O  4.44  2.68  -6.36  -0.004
O  2.82  -5.64  -9.83  0.036
O  -3.81  7.78  4.63  -0.016
O  4.75  1.78  -4.24  0.098
O  4.52  -3.27  6.29  0.100
O  -2.26  8.94  -3.45  -0.020
O  -2.21  -5.61  -2.34  -0.027
O  6.93  -8.12  -2.90  0.142
O  3.67  -5.29  6.74  -0.016
O  -2.08  7.31  6.07  0.089
O  -8.50  -2.48  0.63  -0.010
O  -9.89  6.52  1.66  -0.137
C  -8.18  -0.12  -1.89  -0.076
C  8.64  -0.68  -0.34  -0.159
C  -1.67  -3.90  3.46  -0.182
C  3.63  -4.67  -10.44  -0.055
C  4.41  -3.98  3.60  -0.043
C  -2.88  -4.56  2.78  -0.154
C  -4.32  2.50  8.16  -0.028
C  1.93  -5.27  -8.97  -0.635
C  3.24  6.21  1.61  -0.231
C  -3.01  1.73  6.23  -0.508
C  3.04  5.36  2.84  -0.152
C  -2.46  1.38  -0.17  -0.099
C  -1.92  -6.94  -2.29  -0.576
C  8.80  -1.68  -2.52  -0.234
C  9.65  -8.76  -3.21  -0.021
C  0.40  -6.14  -7.42  -0.058
C  -2.30  7.61  -3.16  -0.534
C  -9.18  6.72  0.45  -0.236
C  3.64  4.06  0.91  -0.226
C  -0.76  5.68  -3.15  -0.035
C  -3.57  -5.20  -2.51  -0.043
C  -3.20  9.27  7.76  -0.038
C  5.74  -6.53  -4.72  -0.086
C  -0.03  -8.32  -1.98  -0.052
C  5.04  2.56  -5.16  -0.572
C  -3.89  -4.51  3.97  -0.171
C  -1.76  -4.27  4.87  -0.263
C  -3.08  7.97  5.76  -0.563
C  -9.32  -3.23  1.48  -0.046
C  -3.34  9.78  -3.00  -0.037
C  8.27  -1.97  -1.11  -0.174
C  6.82  3.75  -4.05  -0.034
C  0.59  -1.67  -2.07  -0.054
C  -0.76  -0.06  -0.93  -0.476
C  3.42  1.81  -6.75  -0.062
C  3.53  -5.01  8.12  -0.049
C  9.96  -0.30  -1.05  -0.184
C  -9.09  5.72  2.51  -0.200
C  -8.44  4.79  1.49  -0.171
C  -3.21  7.02  3.55  -0.029
C  2.89  3.95  2.23  -0.158
C  -8.63  5.40  0.12  -0.188
C  -0.56  1.88  6.58  -0.034
C  -8.98  -1.69  -0.33  -0.548
C  7.57  -7.65  -3.78  -0.608
C  4.12  -4.35  5.88  -0.612
H  1.56  -1.24  -1.83  0.099
H  -2.84  0.65  0.54  0.104
H  -3.97  9.70  8.39  0.094
H  4.54  -5.10  -10.86  0.093
H  0.51  -2.01  -3.10  0.099
H  -8.41  6.33  3.11  0.117
H  -2.82  8.41  8.30  0.090
H  -1.06  5.44  -2.13  0.089
H  7.99  -1.30  -3.15  0.110
H  10.76  -0.93  -0.66  0.117
H  -0.47  1.29  7.49  0.091
H  -2.34  9.95  7.70  0.097
H  -3.21  -3.93  1.96  0.101
H  -1.66  -3.42  5.54  0.119
H  5.20  -7.40  -4.34  0.094
H  -4.12  2.78  9.19  0.090
H  -9.02  3.87  1.52  0.108
H  -4.60  -5.30  3.75  0.113
H  3.93  5.45  3.46  0.112
H  0.31  5.52  -3.29  0.100
H  5.50  -3.89  3.58  0.103
H  -9.05  -0.12  -2.55  0.094
H  -4.28  9.40  -3.40  0.094
H  0.88  -5.80  -6.51  0.099
H  4.12  -4.41  2.64  0.098
H  9.10  -2.61  -3.00  0.112
H  -1.45  5.04  -3.70  0.096
H  8.84  -2.84  -0.77  0.105
H  -0.54  -8.94  -1.25  0.098
H  10.58  -8.98  -3.72  0.087
H  2.18  5.63  3.47  0.107
H  -1.02  -5.02  5.15  0.120
H  3.93  -3.01  3.70  0.104
H  7.37  2.86  -3.73  0.094
H  5.35  -6.19  -5.68  0.096
H  3.94  -3.85  -9.79  0.101
H  -1.78  2.08  0.33  0.095
H  -0.05  -7.10  -7.15  0.093
H  3.27  3.14  2.84  0.105
H  -4.21  -5.69  -1.77  0.095
H  -9.35  4.80  -0.42  0.115
H  -7.39  4.61  1.74  0.110
H  -4.33  -3.52  4.03  0.116
H  3.20  -4.27  -11.36  0.098
H  7.90  0.12  -0.42  0.108
H  -2.88  -5.56  2.35  0.106
H  6.38  4.18  -3.15  0.095
H  3.91  7.05  1.75  0.124
H  -3.23  5.96  3.79  0.087
H  0.93  -8.08  -1.53  0.101
H  9.89  -8.28  -2.26  0.099
H  2.90  -4.14  8.29  0.094
H  4.53  -4.75  8.48  0.095
H  7.55  4.47  -4.43  0.094
H  10.10  0.76  -0.85  0.115
H  -8.81  -3.41  2.43  0.097
H  -9.72  5.06  3.11  0.118
H  -7.75  5.56  -0.50  0.116
H  -9.92  7.12  -0.23  0.126
H  5.54  -5.70  -4.03  0.098
H  0.01  -8.89  -2.91  0.104
H  2.33  6.54  1.10  0.120
H  -3.76  7.16  2.61  0.093
H  -8.42  7.50  0.53  0.121
H  0.39  1.67  6.08  0.091
H  2.90  3.81  0.15  0.113
H  0.38  -2.50  -1.39  0.100
H  -1.69  -2.81  3.35  0.119
H  -3.17  10.84  -3.18  0.092
H  -0.74  -4.31  3.05  0.112
H  2.62  1.75  -6.01  0.092
H  -3.92  -5.47  -3.50  0.095
H  4.51  3.41  0.83  0.122
H  -8.32  0.76  -1.27  0.096
H  -3.41  9.75  -1.91  0.090
H  -0.42  -5.51  -7.79  0.102
H  -2.14  7.19  3.46  0.090
H  7.24  -2.31  -1.10  0.108
H  3.09  -5.85  8.66  0.095
H  3.69  0.76  -6.84  0.096
H  1.83  3.71  2.10  0.103
H  -4.98  1.64  8.19  0.092
H  3.02  2.18  -7.69  0.097
H  -3.23  2.09  -0.46  0.095
H  -4.78  3.32  7.61  0.094
H  -9.56  -4.17  0.97  0.100
H  9.26  -9.78  -3.17  0.098
H  -0.68  2.95  6.75  0.098
H  8.72  -0.98  0.70  0.106
H  -10.24  -2.68  1.65  0.095
H  -7.36  0.08  -2.59  0.094
H  -3.59  -4.11  -2.41  0.093

- lowest unoccupied orbital energy (eV) = 0.0
- energy (eV) = -118801.2789
- energy above the lowest of the compared OMol25 structures with the same formula, charge and spin (kcal/mol) = 80.3
- multiplicity = 1

***

2.
A 7-piece molecular cluster, C46H93FN9O8 overall at a distorted geometry, computed with ωB97M-V with the def2-TZVPD basis set.

Each line ends with the Löwdin charge.
Geometry (Å):
F  -2.49  -2.69  -0.73  0.041
O  9.00  6.53  7.87  0.016
O  1.22  -5.21  0.82  -0.003
O  5.10  4.30  6.00  0.017
O  -7.45  1.72  -2.60  0.022
O  0.82  -1.43  -6.01  -0.004
O  2.72  -5.20  -10.35  0.004
O  1.51  0.08  1.31  -0.101
O  5.79  2.24  0.09  -0.061
N  1.51  -3.23  -7.15  0.016
N  -7.25  1.86  -4.83  0.012
N  9.16  6.07  10.06  0.010
N  -0.27  -0.11  2.80  0.073
N  6.59  2.65  5.73  -0.002
N  0.10  -7.15  0.77  0.008
N  2.89  -5.04  -12.58  0.011
N  -0.82  -1.34  0.27  0.058
N  3.84  2.87  2.08  -0.043
C  -9.16  0.39  0.68  -0.197
C  7.87  1.98  5.83  -0.075
C  -3.80  -2.44  2.18  -0.186
C  5.70  4.63  0.46  -0.052
C  6.08  3.26  1.07  -0.414
C  -0.96  -2.06  3.96  -0.066
C  -8.34  -0.26  1.84  -0.210
C  -6.94  1.31  -3.63  -0.528
C  -0.05  0.73  -0.84  -0.075
C  2.47  -7.14  0.15  -0.007
C  0.18  0.50  1.55  -0.311
C  -0.42  -1.58  2.66  -0.276
C  9.42  6.85  8.97  -0.529
C  0.85  -2.11  -2.23  -0.069
C  10.24  8.10  9.19  -0.008
C  1.23  -6.42  0.61  -0.554
C  3.06  -2.15  -5.59  -0.018
C  -0.40  -2.83  -1.70  -0.141
C  5.27  2.95  2.33  -0.188
C  -8.49  1.72  0.20  -0.193
C  3.24  1.56  2.36  -0.177
C  -5.79  -0.75  1.99  -0.170
C  -9.27  3.98  1.07  -0.233
C  6.24  3.89  6.17  -0.547
C  -5.93  0.18  -3.63  -0.005
C  -0.07  -8.58  0.57  -0.066
C  9.57  6.28  11.43  -0.072
C  -1.44  -1.92  1.52  -0.161
C  2.44  1.16  1.10  -0.174
C  3.37  -5.38  -13.91  -0.069
C  -2.79  -1.29  1.90  -0.137
C  2.45  -4.27  -7.57  -0.067
C  0.49  1.26  -1.76  0.185
C  -6.75  1.51  -6.14  -0.071
C  -9.51  2.88  0.01  -0.203
C  -5.15  -1.95  2.75  -0.183
C  1.71  -2.23  -6.26  -0.565
C  -1.59  -2.35  4.94  0.151
C  -11.43  5.17  0.30  -0.124
C  3.22  -5.60  -11.39  -0.530
C  -0.73  0.14  0.34  -0.157
C  -7.16  -1.11  1.31  -0.182
C  -9.97  5.33  0.77  -0.268
C  -1.40  -1.90  -0.99  -0.260
C  7.31  4.71  6.85  -0.032
C  4.22  -6.73  -11.42  -0.005
H  3.85  -2.00  -6.33  0.085
H  9.73  8.77  9.88  0.086
H  -9.99  5.89  1.71  0.098
H  -5.09  -1.76  3.83  0.109
H  2.21  -4.29  -12.49  0.142
H  -0.69  -6.61  1.08  0.136
H  3.41  -4.17  -7.06  0.075
H  8.61  2.60  6.33  0.075
H  -9.39  3.33  -0.99  0.106
H  -11.98  4.51  0.99  0.074
H  8.68  6.35  12.06  0.085
H  -1.45  -3.02  1.48  0.164
H  -8.02  0.57  2.48  0.094
H  3.33  3.61  2.54  0.118
H  1.31  -1.54  -1.41  0.064
H  8.62  5.25  9.84  0.132
H  5.43  3.82  2.99  0.118
H  -7.93  2.61  -4.76  0.144
H  2.52  -5.67  -14.53  0.086
H  -10.20  0.58  0.98  0.098
H  0.84  -9.06  0.25  0.074
H  3.26  -3.06  -5.02  0.079
H  10.16  7.19  11.54  0.073
H  8.14  4.89  6.17  0.087
H  -4.97  0.52  -4.02  0.083
H  -9.18  -0.28  -0.18  0.104
H  -0.40  -9.03  1.51  0.087
H  3.07  -1.30  -4.91  0.076
H  -3.17  -0.78  1.00  0.099
H  2.76  -7.90  0.88  0.089
H  -6.27  2.38  -6.58  0.085
H  0.49  0.02  3.45  0.131
H  4.39  -7.08  -10.40  0.083
H  2.31  -7.60  -0.82  0.088
H  10.36  8.61  8.24  0.083
H  -8.20  4.17  1.20  0.103
H  2.02  -5.25  -7.33  0.087
H  -2.75  -0.58  2.73  0.131
H  3.84  -7.57  -12.01  0.087
H  10.17  5.43  11.76  0.084
H  7.16  3.23  1.28  0.138
H  -3.32  -3.04  2.98  0.093
H  -7.97  1.56  -0.76  0.058
H  0.12  1.58  1.69  0.171
H  -9.64  3.59  2.03  0.114
H  2.58  1.70  3.24  0.121
H  0.64  -1.39  -3.03  0.075
H  -7.40  -2.18  1.40  0.101
H  -9.04  -0.85  2.44  0.104
H  7.66  4.21  7.74  0.075
H  5.82  2.16  5.29  0.120
H  3.17  0.81  0.36  0.128
H  -0.85  -8.74  -0.18  0.086
H  -6.30  -0.66  -4.22  0.087
H  -1.70  0.64  0.39  0.171
H  -10.53  2.49  0.11  0.098
H  -2.04  -2.37  5.91  0.049
H  -5.78  -0.16  -2.60  0.073
H  1.98  2.06  0.68  0.116
H  -11.50  4.84  -0.74  0.067
H  -9.38  5.91  0.05  0.102
H  8.22  1.73  4.83  0.079
H  -7.07  -0.89  0.24  0.094
H  7.75  1.05  6.40  0.082
H  -5.85  -2.79  2.65  0.100
H  -1.76  -1.14  -1.68  0.174
H  -6.03  0.70  -6.09  0.072
H  1.63  -2.81  -2.55  0.084
H  4.09  -6.19  -13.88  0.073
H  -0.19  -3.69  -1.05  0.115
H  0.59  -3.23  -7.55  0.141
H  -11.93  6.15  0.35  0.066
H  11.23  7.84  9.58  0.086
H  3.29  -6.42  0.06  0.083
H  -0.95  -3.19  -2.58  0.130
H  -3.91  -3.09  1.31  0.111
H  6.31  2.46  -0.68  0.083
H  3.85  -4.50  -14.35  0.085
H  5.81  5.42  1.21  0.083
H  2.60  -4.20  -8.64  0.047
H  6.90  5.67  7.13  0.078
H  -5.16  -0.34  1.19  0.090
H  5.17  -6.39  -11.82  0.087
H  4.68  4.59  0.07  0.078
H  6.36  4.80  -0.40  0.078
H  0.55  -2.08  2.51  0.157
H  3.99  0.79  2.54  0.121
H  5.68  2.09  2.87  0.107
H  -7.58  1.21  -6.78  0.085
H  -6.04  0.01  2.74  0.099
H  -7.79  2.04  0.99  0.092
H  0.85  1.81  -2.61  0.065
H  0.16  -1.68  0.29  0.171

- charge = +1
- lowest unoccupied orbital energy (eV) = -1.4
- energy (eV) = -81710.1414
- energy above the lowest of the compared OMol25 structures with the same formula, charge and spin (kcal/mol) = 0.0
- multiplicity = 1

***

| no. | HOMO (eV) |
| --- | --- |
| 1 | -9.37 |
| 2 | -10.48 |